The following is a DFT calculation (wB97M-V/def2-TZVPD) of a cluster of 2 separate species, C20H16BCl3FO5S2 in total.

Output
- LUMO energy: 1.80 eV
- Kohn-Sham gap: 6.20 eV
- Max |F|: 0.0587 Eh/bohr
- Charge: -1
- HOMO: -4.4 eV

```
48
Properties=species:S:1:pos:R:3:forces:R:3
Cl 3.0168 -1.6002 2.2786 -0.2 0.3 0.2
B 2.0654 -0.0318 2.5721 0.7 0.2 -0.4
Cl 2.1565 0.5127 4.3405 -0.2 -0.1 -0.1
Cl 2.7232 1.3571 1.4735 -0.2 -0.2 0.4
O 0.6471 -0.3515 2.2203 -1.2 0.8 -0.4
C -0.2079 0.4657 1.7088 0.9 -0.7 0.3
C -1.6266 0.1541 1.8401 -0.7 -0.4 0.2
C -2.5122 1.2208 2.0619 0.5 -0.3 -0.2
C -3.8299 0.9667 2.4239 -0.3 -0.1 0.0
C -4.2857 -0.3541 2.5253 0.4 0.1 0.1
C -3.4077 -1.4159 2.2772 0.1 0.0 -0.1
C -2.0837 -1.1725 1.9253 0.1 0.3 0.3
H 0.0765 1.4957 1.5000 0.1 -0.1 0.2
H -2.1160 2.2333 1.9723 -0.3 -0.2 0.1
H -4.5053 1.7970 2.6454 0.2 -0.3 -0.1
H -5.3101 -0.5602 2.8457 0.3 0.1 -0.2
H -3.7447 -2.4496 2.3750 0.0 0.3 -0.1
H -1.3823 -1.9861 1.7494 -0.2 0.2 0.0
F 0.3040 -1.2479 -3.7098 0.1 -1.5 -1.0
C -0.0862 -0.3410 -2.8058 -0.7 2.8 1.0
S -1.3271 0.7845 -3.4222 1.1 -1.6 1.1
C -2.8618 -0.0956 -3.0906 0.1 0.2 -0.1
C -3.4547 0.0571 -1.8396 -0.2 -0.1 -0.1
C -4.5451 -0.7417 -1.5034 0.1 0.2 -0.2
C -5.0339 -1.6743 -2.4225 0.0 0.0 0.0
C -4.4251 -1.8230 -3.6722 0.1 0.2 0.1
C -3.3284 -1.0312 -4.0133 0.0 0.0 0.2
O -1.3340 1.9810 -2.6118 -0.2 -0.3 -0.3
O -1.1609 0.8182 -4.8570 -0.1 0.2 0.3
S -0.0385 -0.8841 -1.1694 -0.1 -0.3 -2.1
C 1.5054 -1.7641 -1.1812 0.1 -0.1 -0.5
C 1.4643 -3.0838 -1.6372 0.2 0.1 0.2
C 2.6631 -3.7500 -1.8713 0.0 0.1 0.2
C 3.8824 -3.1034 -1.6301 -0.1 0.0 -0.1
C 3.9057 -1.7754 -1.2000 -0.2 -0.1 0.0
C 2.7091 -1.0926 -0.9977 -0.2 -0.1 0.1
O 0.0773 0.3202 -0.3351 -0.3 0.0 0.5
O -1.0614 -1.8657 -0.8371 0.2 0.2 0.7
H -3.0552 0.7997 -1.1476 -0.1 -0.2 -0.2
H -4.9937 -0.6131 -0.5186 0.0 -0.2 -0.3
H -5.8972 -2.2862 -2.1628 0.2 0.1 -0.1
H -4.7905 -2.5523 -4.3958 0.0 0.1 0.3
H -2.8176 -1.1395 -4.9704 -0.2 0.1 0.2
H 0.4986 -3.5595 -1.8030 0.3 0.1 0.0
H 2.6276 -4.7745 -2.2435 0.1 0.2 0.1
H 4.8190 -3.6402 -1.7878 -0.2 0.1 0.0
H 4.8453 -1.2585 -1.0045 -0.2 -0.2 -0.1
H 2.6916 -0.0617 -0.6512 0.1 -0.2 -0.2
```
Forces are in eV/Å.

The following is a DFT calculation (wB97M-V/def2-TZVPD) of a structure of composition C20H16CaF9N3S.

Output
- LUMO energy: -9.42 eV
- Kohn-Sham gap: 4.27 eV
- Max |F|: 0.0748 Eh/bohr
- Charge: +2
- HOMO: -13.7 eV

```
50
Properties=species:S:1:pos:R:3:forces:R:3
N 2.7450 -0.6080 1.9409 -0.4 0.2 0.1
C 1.4017 -0.2893 1.4268 1.0 -0.1 0.1
C 1.1681 -0.8851 0.0618 -0.6 -0.6 -0.1
C 1.7387 -0.2463 -1.1067 0.0 0.2 0.1
C 2.4484 1.0851 -0.9457 0.1 -0.3 -0.5
C 1.7592 2.2367 -1.7033 0.3 -0.6 0.3
C 0.5244 2.8275 -1.0405 0.3 0.2 -0.7
F -0.3884 3.0745 -2.0089 -0.2 0.1 -0.2
F -0.0564 1.9179 -0.2108 -0.1 -0.3 0.4
C 0.7137 4.1705 -0.2825 -0.1 -0.3 0.0
F -0.4151 4.8832 -0.3373 -0.2 0.2 0.1
F 1.6628 4.8787 -0.9067 0.3 0.1 -0.2
C 1.1434 4.0153 1.1916 -0.4 0.6 0.3
F 1.6164 5.1964 1.5889 0.0 0.2 0.1
F 2.1448 3.1299 1.2712 0.3 -0.4 -0.1
C -0.0003 3.5977 2.2011 0.4 -0.1 0.0
F 0.3392 2.4543 2.7932 0.1 -0.4 0.2
F -1.1657 3.4059 1.6004 -0.5 0.0 -0.2
F -0.1489 4.5145 3.1273 -0.1 0.3 0.2
C 1.6433 -0.7977 -2.3521 0.1 0.2 0.5
C 0.9253 -2.0069 -2.5135 0.4 0.6 -0.5
N 0.7035 -2.6440 -3.6617 -0.3 -0.4 -0.1
S -0.2078 -3.9197 -3.2957 0.3 0.3 -0.4
N -0.3772 -3.7043 -1.7103 -0.2 -0.1 0.4
C 0.3296 -2.6081 -1.3886 -0.5 -0.4 0.2
C 0.4638 -2.0549 -0.0852 0.3 0.1 0.1
C -0.2568 -2.8102 1.0013 -0.4 0.4 -0.3
C -1.7194 -2.4837 0.8455 -0.2 0.0 0.1
C -2.5992 -3.4684 0.4225 -0.1 -0.3 -0.3
C -3.9218 -3.1259 0.1867 -0.5 0.4 0.3
C -4.4444 -1.8514 0.3699 0.2 0.5 0.0
C -3.5643 -0.8732 0.8257 0.2 -0.5 -0.2
C -2.2312 -1.1993 1.0492 -0.1 0.0 -0.1
H 2.7588 -1.4625 2.4749 0.1 -0.2 -0.1
H 3.4397 -0.6330 1.2105 0.2 -0.1 0.0
H 1.3236 0.7867 1.4101 -0.3 0.1 -0.1
H 0.6959 -0.6362 2.1676 -0.3 -0.1 0.1
H 2.6460 1.3124 0.0905 0.0 0.2 0.1
H 3.4255 0.9700 -1.4097 0.2 0.0 0.0
H 2.5047 2.9812 -1.9516 -0.1 0.4 0.1
H 1.4047 1.8362 -2.6460 -0.1 0.0 -0.2
H 2.0847 -0.3046 -3.2028 0.1 0.0 -0.2
H 0.0696 -2.5525 1.9989 0.2 -0.1 0.2
H -0.1483 -3.8714 0.8095 0.3 -0.2 0.3
H -2.2508 -4.4781 0.2406 0.2 -0.1 0.2
H -4.6154 -3.8860 -0.1838 -0.6 -0.1 3.5
H -5.4759 -1.6040 0.1697 -0.2 -0.1 0.1
H -3.8952 0.1354 0.9978 -0.2 0.2 0.0
H -1.5730 -0.4056 1.3599 0.2 0.1 0.1
Ca -4.3694 -3.9996 -1.8905 1.0 -0.2 -3.7
```
Forces are in eV/Å.

The following is a DFT calculation (wB97M-V/def2-TZVPD) of a structure of composition C20H16Cl2F3MgN5S3.

Output
- LUMO energy: -0.66 eV
- Kohn-Sham gap: 6.86 eV
- Max |F|: 0.0090 Eh/bohr
- HOMO: -7.5 eV

```
50
Properties=species:S:1:pos:R:3:forces:R:3
Mg -0.1005 -0.0065 0.5482 0.0 0.5 0.1
C 2.5714 2.1966 -1.8648 0.0 0.1 0.0
C 1.7949 1.0084 -1.4023 0.1 0.1 0.1
N 1.9848 0.4162 -0.2846 0.0 0.0 -0.1
N 2.9643 0.8536 0.5510 0.0 -0.1 0.1
C 3.3613 0.0177 1.5733 0.0 0.1 0.0
N 3.9391 0.6754 2.6115 0.1 0.1 -0.1
S 3.2377 -1.6194 1.4763 0.0 -0.1 0.0
C 0.7474 0.3822 -2.2463 0.0 0.0 -0.1
C 0.6597 0.6129 -3.6091 -0.1 -0.1 0.1
C -0.2852 -0.0878 -4.3482 0.0 0.0 0.1
C -1.1018 -0.9961 -3.7072 0.0 0.0 0.1
C -0.9633 -1.1481 -2.3342 0.0 0.0 -0.1
N -0.0719 -0.4759 -1.6195 0.0 -0.1 0.1
H 3.6144 1.9274 -2.0477 0.0 0.0 0.0
H 2.5508 2.9778 -1.1012 0.0 0.0 0.0
H 2.1461 2.6386 -2.7591 0.0 0.0 0.0
H 3.1703 1.8417 0.5924 0.0 0.0 0.0
H 3.5056 1.5417 2.8968 0.0 0.0 0.0
H 4.1958 0.0716 3.3756 0.0 0.0 0.0
H 1.3138 1.3173 -4.0967 0.0 0.0 0.0
H -0.3747 0.0801 -5.4127 0.0 0.0 0.0
H -1.8531 -1.5620 -4.2378 0.0 0.0 0.0
H -1.6140 -1.8142 -1.7814 0.0 0.0 0.0
F 0.8756 -1.6473 6.6267 0.0 0.0 0.0
C 0.7834 -0.8104 5.5731 -0.1 0.0 0.0
F 2.0137 -0.2885 5.3982 -0.1 0.0 0.0
F -0.0294 0.1892 5.9495 0.1 -0.1 0.0
C 0.2875 -1.5309 4.3497 0.0 0.0 0.0
C -0.0082 -2.8738 4.4149 0.0 -0.1 0.0
C -0.4420 -3.5532 3.2800 0.0 0.1 -0.1
C -0.5411 -2.8325 2.1097 0.0 -0.1 0.1
N -0.2612 -1.5336 2.0342 0.0 0.0 -0.1
C 0.1447 -0.8416 3.1280 0.1 0.2 -0.1
S 0.4371 0.8415 2.8735 -0.1 -0.2 0.0
H 0.1042 -3.4000 5.3533 0.0 0.0 0.0
H -0.6768 -4.6060 3.3051 0.0 0.0 0.0
H -0.8518 -3.3020 1.1836 0.0 0.0 0.0
Cl -2.8003 -0.3028 0.4006 -0.2 0.0 -0.1
C -3.0344 0.6245 -1.0782 0.1 0.0 0.2
C -4.0100 0.1774 -1.9456 0.0 0.1 -0.1
C -4.1680 0.8220 -3.1637 0.0 0.0 0.0
C -3.3302 1.8789 -3.4820 0.0 0.0 0.0
C -2.3677 2.3010 -2.5806 0.0 0.1 -0.1
Cl -1.3367 3.6133 -3.0744 0.0 0.0 0.0
C -2.1829 1.7199 -1.3150 -0.1 -0.1 0.0
S -1.0210 2.2789 -0.1542 0.1 -0.2 -0.1
H -4.6296 -0.6640 -1.6694 0.0 0.0 0.0
H -4.9309 0.5017 -3.8589 0.0 0.0 0.0
H -3.4169 2.3893 -4.4308 0.0 0.0 0.0
```
Forces are in eV/Å.

The following is a DFT calculation (wB97M-V/def2-TZVPD) of a structure of composition C20H16Cl2O5PPdS2.

Output
- LUMO energy: 1.78 eV
- Kohn-Sham gap: 6.52 eV
- Max |F|: 0.0417 Eh/bohr
- Charge: -1
- HOMO: -4.7 eV

```
47
Properties=species:S:1:pos:R:3:forces:R:3
Pd -1.1288 0.6898 0.9553 -0.6 1.4 0.1
O 3.2631 -1.7513 0.4443 -0.1 0.0 0.1
C 2.4511 -1.2417 1.1885 0.1 0.0 0.1
O 1.1495 -1.2729 1.0625 0.1 0.1 0.2
C 2.8419 -0.4824 2.4282 -0.1 -0.1 -0.1
C 4.1325 -0.3746 2.9178 0.0 0.0 0.0
C 4.3404 0.2921 4.1156 0.0 0.0 0.0
C 3.2639 0.8382 4.8125 0.0 0.0 0.0
C 1.9745 0.7327 4.3110 0.1 0.0 0.0
C 1.7701 0.0686 3.1043 0.0 0.2 0.3
P 0.1625 -0.2666 2.3467 0.9 -1.6 -1.2
C -0.8590 1.0851 3.0980 -0.3 0.3 0.3
C -2.2025 0.8504 3.4500 0.1 0.1 0.1
C -3.0214 1.9003 3.8355 0.0 -0.1 0.0
C -2.5219 3.1910 3.8593 0.0 0.1 0.0
C -1.2080 3.4552 3.4870 0.0 0.1 0.0
C -0.3881 2.4150 3.0874 -0.1 -0.1 0.0
C -0.4828 -1.7995 3.0655 -0.1 0.2 0.2
C -0.3915 -2.0566 4.4279 0.0 0.0 0.0
C -0.9348 -3.2209 4.9547 0.0 0.0 0.0
C -1.5772 -4.1205 4.1179 0.0 0.0 0.0
C -1.6782 -3.8576 2.7574 0.0 0.0 0.0
C -1.1340 -2.6997 2.2253 0.0 0.1 0.0
H 4.9413 -0.8210 2.3543 0.0 0.0 0.0
H 5.3415 0.3860 4.5173 0.0 0.0 0.0
H 3.4333 1.3501 5.7515 0.0 0.0 0.0
H 1.1425 1.1662 4.8515 0.0 0.0 0.0
H -2.5979 -0.1547 3.4063 0.0 0.0 0.0
H -4.0572 1.7063 4.0761 0.0 0.0 0.0
H -3.1706 4.0108 4.1424 0.0 0.0 0.0
H -0.8314 4.4702 3.4776 0.0 0.0 0.0
H 0.6297 2.6202 2.7728 0.0 0.0 0.0
H 0.1075 -1.3508 5.0825 0.0 0.0 0.0
H -0.8582 -3.4207 6.0161 0.0 0.0 0.0
H -2.0078 -5.0260 4.5273 0.0 0.0 0.0
H -2.1934 -4.5502 2.1046 0.0 0.0 0.0
H -1.2271 -2.4723 1.1687 0.0 0.0 0.0
O -3.7533 0.1071 1.0045 -0.6 0.0 0.0
S -3.5055 0.8027 -0.2579 0.6 -0.4 -0.3
O -2.8340 2.1142 0.0144 0.2 -0.3 0.3
O -4.6274 0.8884 -1.1586 0.1 0.0 0.0
S -1.8459 -0.2594 -1.0903 -0.2 0.0 0.2
Cl 0.6270 2.7977 -0.4912 0.2 0.1 -0.1
C -0.3237 4.1720 0.0462 -0.2 0.0 0.0
Cl 0.6383 5.3470 0.9850 0.0 0.0 0.0
H -1.1276 3.8055 0.6757 0.0 0.0 0.0
H -0.7197 4.6811 -0.8237 0.0 0.0 0.0
```
Forces are in eV/Å.